a.
C2H8N4O | ωB97M-V with the def2-TZVPD basis set

Calculated values
Lowest unoccupied orbital energy (alpha / beta)   0.4 / 0.1 eV
Kohn-Sham gap (alpha / beta)   8.02 / 7.93 eV
Spin multiplicity   1
E_HOMO (alpha / beta)   -7.6 / -7.9 eV

```
15
C2H8N4O, DFT ωB97M-V with the def2-TZVPD basis set
H -0.16 0.83 -1.90
N 0.34 -0.64 -0.42
C -1.65 -0.28 0.97
N 0.27 0.86 1.87
H 0.60 -0.02 2.27
N 1.65 -0.20 -0.28
N -0.71 0.58 0.94
O -2.44 -1.00 0.49
H 2.28 -0.98 -0.11
H 2.01 0.40 -1.03
H -1.23 -0.59 -1.81
H -2.21 0.84 1.95
C -0.19 -0.25 -1.72
H 1.07 1.18 1.31
H 0.38 -0.73 -2.53
```

Here are the Mulliken charges for atoms 1 to 2, given in e:
1. H 0.335
2. N -0.185

---

b.
C2H8N4O | ωB97M-V with the def2-TZVPD basis set

Calculated values
SMILES string   CCN/[N+]([O-])=N/N
Lowest unoccupied orbital energy   1.1 eV
Kohn-Sham gap   9.85 eV
Spin multiplicity   1
E_HOMO   -8.8 eV

```
15
C2H8N4O, DFT ωB97M-V with the def2-TZVPD basis set
H 1.60 0.42 -1.89
H 0.47 1.40 -0.04
H 0.06 -1.24 3.29
H -0.97 -2.61 2.92
H 0.63 0.71 -3.17
N -0.86 -1.33 1.50
H 1.26 1.94 -2.35
N -0.06 -0.54 0.96
H -1.47 -0.62 -0.78
N -0.67 -1.66 2.79
N -0.46 -0.34 -0.62
O 0.83 0.19 1.50
C -0.16 1.03 -1.00
C 0.80 1.05 -2.13
H -1.01 1.61 -1.00
```

Here are the Mulliken charges for atoms 1 to 2, given in e:
1. H 0.367
2. H 0.206

---

c.
C2H8N4O | ωB97M-V with the def2-TZVPD basis set

Calculated values
SMILES string   [H]/N=C(\NN)N(C)O
Lowest unoccupied orbital energy   0.5 eV
Kohn-Sham gap   8.88 eV
Spin multiplicity   1
E_HOMO   -8.4 eV

```
15
C2H8N4O, DFT ωB97M-V with the def2-TZVPD basis set
C -2.19 -0.13 0.06
N -0.26 1.86 -0.17
O -0.51 -1.74 -0.42
C 0.21 0.66 -0.06
H 0.22 2.89 -0.07
N 1.50 0.42 -0.46
H 2.46 -0.91 1.01
H -2.19 0.74 0.85
H -2.34 -1.24 0.14
H 1.97 1.43 0.08
H 0.43 -1.66 0.00
H -2.70 0.29 -0.83
H 2.31 -1.40 -0.51
N 1.77 -0.82 0.23
N -0.69 -0.37 0.15
```

Here are the Mulliken charges for atoms 1 to 2, given in e:
1. C -0.822
2. N -0.708

---

Consider the structures shown above. The least stable of them is a.